1.
{
  "formula": "C3H4N2",
  "method": "the ωB97M-V functional and the def2-TZVPD basis",
  "species": ["C", "N", "H", "N", "H", "H", "C", "C", "H"],
  "xyz": [[0.57229, -0.75778, -1.21648], [1.02818, -0.54236, 0.13024], [0.03075, -1.73395, -1.15936], [-0.62114, 2.34373, 1.19499], [-1.01362, -0.82653, 0.76470], [1.61843, 0.29684, 0.13968], [-0.51844, 1.26334, 0.77103], [-0.37767, -0.09280, 0.26228], [-0.71878, 0.04951, -0.88708]],
  "forces_ev_per_angstrom": [[0.10, -0.24, 0.37], [-0.10, 0.31, -0.28], [0.11, 0.34, -0.03], [0.19, -2.01, -0.79], [0.22, 0.25, -0.14], [-0.20, -0.31, 0.01], [-0.14, 1.85, 0.73], [-0.14, -0.14, -0.28], [-0.04, -0.07, 0.42]]
}


2.
{
  "formula": "C3H4N2",
  "method": "the ωB97M-V functional and the def2-TZVPD basis",
  "smiles": "C1=NCN=C1",
  "species": ["H", "N", "H", "N", "H", "C", "C", "H", "C"],
  "xyz": [[1.78691, -0.78043, -0.35973], [-0.10707, -0.26601, -1.17567], [1.61344, 0.82480, -0.61218], [0.60838, 0.13145, 1.10044], [-2.01747, 0.02035, -0.89658], [-0.64918, 0.05113, 0.99580], [1.09964, -0.08212, -0.43238], [-1.23480, 0.12470, 1.80002], [-1.09986, -0.02386, -0.41973]],
  "forces_ev_per_angstrom": [[2.98, -4.00, -0.18], [1.04, 0.80, -0.93], [0.24, 1.18, -0.82], [1.10, -0.87, -2.12], [-2.12, 0.00, -0.18], [1.69, 0.79, -2.90], [-4.69, 2.97, 3.62], [-2.42, 0.30, 3.05], [2.18, -1.18, 0.47]]
}


3.
{
  "formula": "C3H4N2",
  "method": "the ωB97M-V functional and the def2-TZVPD basis",
  "smiles": "C#C/C=N/N",
  "species": ["N", "C", "H", "C", "N", "H", "C", "H", "H"],
  "xyz": [[1.98221, -0.08379, 0.03692], [-2.73839, -0.22777, 0.19223], [2.70736, -0.84711, 0.08122], [-0.05191, 0.33840, -0.08834], [0.78437, -0.60530, -0.17681], [0.43095, 1.39211, -0.18564], [-1.52010, 0.23433, -0.22987], [2.19708, 0.70965, 0.49410], [-3.79157, -0.91052, -0.12380]],
  "forces_ev_per_angstrom": [[3.76, -6.52, -2.43], [4.91, 0.66, -4.33], [-1.09, 1.64, 0.00], [-2.51, 3.16, -1.46], [-0.72, 0.47, 1.00], [-1.41, -1.40, 0.65], [-6.72, -4.04, 3.48], [0.11, 3.28, 1.93], [3.66, 2.74, 1.15]]
}


4.
{
  "formula": "C3H4N2",
  "method": "the ωB97M-V functional and the def2-TZVPD basis",
  "smiles": "C1=NCN=C1",
  "species": ["N", "H", "H", "C", "H", "H", "C", "N", "C"],
  "xyz": [[0.34754, -1.02150, -0.49786], [-1.84665, 1.23719, 0.60019], [-1.71592, -1.44065, 0.01374], [-0.81743, -0.73361, -0.12196], [2.07590, -0.21982, 0.57006], [1.63834, 0.63165, -0.99969], [-0.96534, 0.55964, 0.38953], [0.16537, 1.15883, 0.50955], [1.15145, 0.11601, -0.13588]],
  "forces_ev_per_angstrom": [[1.30, -0.52, 0.03], [0.61, -1.61, -0.05], [1.65, 0.64, -1.05], [-3.40, -3.16, 0.24], [-2.45, 0.82, -1.38], [-0.53, -0.42, 0.51], [0.17, 4.53, 1.25], [1.79, -1.44, -1.14], [0.87, 1.17, 1.61]]
}


5.
{
  "formula": "C3H4N2",
  "method": "the ωB97M-V functional and the def2-TZVPD basis",
  "species": ["N", "H", "N", "H", "C", "H", "C", "H", "C"],
  "xyz": [[-0.57430, -1.09448, -0.29189], [-1.53464, -0.81510, -0.47155], [-0.12395, 1.13277, 0.44383], [-0.50358, 1.71646, 1.17282], [0.50399, -0.27134, -0.82688], [0.61776, -0.78925, 1.50132], [0.13452, 1.26531, -0.86195], [1.29118, -0.75458, -1.38274], [0.18827, -0.30573, 0.61849]],
  "forces_ev_per_angstrom": [[-0.31, -0.18, -0.13], [0.14, 0.31, -0.06], [-0.01, -0.49, 0.48], [-0.14, 0.57, -0.44], [0.28, -0.25, -0.48], [0.03, 0.54, -0.34], [-0.21, -0.41, 1.01], [0.00, 0.00, -0.02], [0.22, -0.09, -0.02]]
}


6.
{
  "formula": "C3H4N2",
  "method": "the ωB97M-V functional and the def2-TZVPD basis",
  "species": ["H", "N", "C", "C", "H", "N", "H", "C", "H"],
  "xyz": [[1.63646, -0.00835, 1.21434], [0.86569, 0.04809, 0.56477], [-1.21299, 0.01170, -0.54105], [-0.53977, -0.30553, 0.74313], [-0.96295, 0.12149, 1.65553], [1.08788, 0.42270, -0.64844], [-0.61389, -1.40066, 0.81835], [-0.09271, 0.40158, -1.30564], [-0.06634, 0.68508, -2.35061]],
  "forces_ev_per_angstrom": [[-0.08, -0.03, -0.10], [0.07, 0.04, -0.14], [0.47, 0.02, 0.04], [-0.07, 0.02, 0.03], [0.01, 0.01, -0.14], [-0.20, -0.08, 0.28], [0.00, 0.00, 0.06], [-0.15, 0.00, -0.19], [-0.04, 0.01, 0.15]]
}


7.
{
  "formula": "C3H4N2O",
  "method": "the ωB97M-V functional and the def2-TZVPD basis",
  "smiles": "OC1=NCN=C1",
  "species": ["H", "C", "H", "C", "H", "H", "C", "O", "N", "N"],
  "xyz": [[2.60923, 0.35430, -0.34436], [-0.23911, -1.17512, -0.04321], [-0.10695, -2.25148, -0.01599], [0.82220, -0.14753, -0.12013], [-1.67606, 1.44519, -0.51769], [-1.39415, 1.01996, 1.17637], [-1.08308, 0.80841, 0.14835], [2.10746, -0.47333, -0.28486], [-1.38097, -0.61269, 0.02724], [0.34141, 1.03229, -0.02572]],
  "forces_ev_per_angstrom": [[-0.02, -0.12, 0.04], [-0.12, -0.06, -0.11], [0.07, 0.09, -0.18], [-0.29, 0.16, 0.06], [0.08, -0.28, 0.02], [0.11, 0.38, 0.00], [-0.15, 0.14, -0.06], [0.06, 0.18, 0.00], [0.25, -0.07, 0.11], [0.00, -0.42, 0.13]]
}


8.
{
  "formula": "C3H4N2O",
  "method": "the ωB97M-V functional and the def2-TZVPD basis",
  "smiles": "C1=NC1.N=C=O",
  "species": ["C", "N", "H", "N", "H", "C", "C", "H", "O", "H"],
  "xyz": [[0.43795, 1.79754, -0.09168], [-1.31778, -1.76112, -0.15379], [-1.08851, -0.87575, -0.62750], [-0.01668, 0.45092, -0.79578], [2.23754, 0.29198, -0.42606], [-0.92293, -2.19929, 0.86946], [1.18152, 0.62745, -0.51674], [-0.10754, 1.83961, 0.76280], [-0.61466, -2.80082, 1.80627], [0.21107, 2.62948, -0.82698]],
  "forces_ev_per_angstrom": [[-1.10, 0.66, -4.24], [-0.89, 1.04, -1.82], [-0.09, -0.55, 0.31], [1.47, 0.31, -0.34], [-1.18, -0.41, -0.56], [0.03, -0.64, 0.10], [1.09, 0.47, 0.89], [-0.74, 0.42, 2.91], [0.57, -0.54, 1.60], [0.85, -0.76, 1.15]]
}


Q: Which energy relative to the best compared isomer or geometry (same formula, charge and spin) values were calculated for the entries above? A: 470.0 174.7 566.4 162.3 445.6 365.5 92.3 311.8, in kJ/mol.
Q: Which E_HOMO values were calculated for the entries above? A: -9.423 -10.215 -8.500 -10.427 -8.790 -8.487 -10.328 -10.407, in eV.
Q: Which calculated total energy values were calculated for the entries above? A: -226.04616 -226.15863 -226.00947 -226.16335 -226.05545 -226.08596 -301.45209 -301.36848, in Ha.